{"formula": "C9H28InO5S4", "method": "ωB97M-V with the def2-TZVPD basis set", "homo_energy_ev": -15.2, "e_tot_ev": -68502.55153, "max_force_ev_per_a": 3.6, "charge": 3, "lumo_energy_ha": -0.5072, "orbital_gap_ev": 1.4036, "species": ["S", "H", "H", "H", "H", "H", "C", "S", "H", "H", "O", "H", "H", "C", "H", "C", "H", "H", "H", "H", "H", "O", "H", "C", "H", "In", "H", "H", "C", "H", "H", "S", "C", "H", "O", "C", "C", "C", "S", "H", "H", "O", "H", "O", "H", "H", "H"], "coordinates": [[-5.4368, 4.2016, -1.0831], [5.6170, -4.3516, -0.6766], [-3.9831, 0.9162, -5.7762], [-1.6847, -4.2782, 6.7217], [-1.9127, -2.6790, 7.3418], [4.2569, 3.0366, -4.4377], [5.8206, -3.9658, 0.3223], [5.2789, -2.1692, 0.5275], [0.6150, 3.7805, -5.4873], [-2.8783, -0.0788, -6.7059], [-3.6149, -0.8947, -4.9646], [-4.6582, 5.2805, 0.9819], [1.1717, -4.7612, 8.0281], [-4.6550, 5.5644, -0.0704], [-5.2039, 6.5027, -0.1515], [-7.1230, 4.1283, -0.3781], [5.6283, -3.0656, 2.7473], [1.3579, 2.2528, -5.7750], [2.3775, 3.7116, -5.9193], [-1.0661, -3.8400, 8.2952], [4.2572, 2.8678, -2.7109], [1.3153, 2.0790, -2.8879], [6.8989, -4.0819, 0.4310], [1.5579, 3.2457, -5.3722], [-7.8138, 4.8118, -0.8719], [-1.7005, -1.8158, -0.1581], [2.1451, -4.7906, 6.4516], [-3.5958, 5.6953, -0.2918], [-1.1806, -3.4835, 7.2715], [-7.5643, 3.1418, -0.5197], [5.3294, -1.3884, 2.8547], [0.4062, -3.0827, 6.4483], [-3.8038, -0.0989, -6.1305], [-3.6224, -1.8538, -5.0051], [3.7567, -2.2851, 0.6218], [3.7642, 2.5154, -3.6169], [5.9033, -2.1182, 2.2836], [1.1768, -4.6848, 6.9408], [2.0699, 3.2207, -3.6004], [-4.5395, -0.4848, -6.8362], [6.9895, -2.0395, 2.3298], [0.2550, -3.1606, 4.8774], [0.6694, -5.5078, 6.4375], [-4.7548, 2.9594, -0.4869], [3.6976, 1.4335, -3.7316], [5.4540, -4.6945, 1.0453], [-6.9782, 4.3096, 0.6869]], "atomic_forces_ev_per_a": [[1.05, -1.15, 2.46], [-0.36, 0.44, -0.05], [-0.40, -0.20, -0.15], [0.35, -0.11, -0.29], [0.49, 0.44, -0.33], [0.19, -0.33, -0.18], [0.85, -0.11, -0.84], [-1.08, -2.99, 1.77], [0.26, 0.38, 0.31], [0.23, 0.12, -0.05], [-0.02, 0.43, 1.24], [-0.45, -0.50, -0.07], [0.21, 0.02, -0.20], [-0.24, 0.09, 0.20], [-0.03, -0.09, -0.42], [-0.10, 0.10, -0.14], [-0.06, -0.21, -0.37], [0.39, -0.29, 0.44], [-0.15, 0.19, 0.02], [0.71, 0.09, -0.05], [-0.19, -0.36, 0.12], [0.47, 1.95, -0.89], [0.25, 0.74, -0.04], [0.01, -0.13, 0.17], [0.35, 0.39, 0.14], [-0.03, -0.01, -0.05], [0.38, 0.67, 0.58], [-0.23, -0.14, -0.71], [-1.03, 0.09, -0.15], [0.56, -0.19, -0.15], [0.43, 0.49, -0.36], [-0.68, -1.82, -2.36], [0.88, -0.77, -0.34], [-0.21, 0.20, -1.06], [1.62, 0.66, -0.22], [-0.11, 1.34, -0.44], [-0.66, -0.21, 0.01], [0.36, 0.07, -0.97], [-0.79, -2.96, 0.38], [-0.46, 0.19, 0.40], [-0.14, 0.46, -0.20], [0.06, 0.32, 3.48], [-0.86, 0.21, 0.32], [-0.73, 1.38, -1.25], [-0.06, 0.23, 0.02], [-0.83, 0.73, 0.29], [-0.21, 0.16, -0.06]]}

{"formula": "C19H19NO4", "method": "ωB97M-V with the def2-TZVPD basis set", "homo_energy_ev": -8.3, "smiles": "CCOC(=O)c1ccc(NC2=CC(=O)C[C@H](c3ccco3)C2)cc1", "e_tot_ev": -29691.39860, "max_force_ev_per_a": 1.1, "relative_energy_kj_mol": 156.64, "lumo_energy_ha": 0.0071, "orbital_gap_ev": 8.4525, "species": ["C", "C", "O", "C", "C", "H", "C", "H", "C", "H", "H", "H", "C", "O", "C", "C", "H", "H", "H", "H", "H", "C", "H", "H", "C", "N", "C", "H", "H", "C", "C", "H", "C", "H", "H", "H", "C", "O", "C", "C", "H", "O", "C"], "coordinates": [[4.3127, -0.6428, -0.1115], [2.8636, 1.3709, 0.3037], [4.4682, -1.8185, -0.3446], [-4.4899, 0.5522, -1.2344], [-4.4520, 1.3740, 0.0461], [1.5111, 2.9903, 0.6328], [6.6399, -0.3318, -0.1250], [8.6556, 0.3899, -0.0678], [-3.1403, 1.7297, 0.5479], [-3.2403, -0.6905, -2.4817], [-3.5892, -2.4031, 2.4450], [-1.0816, 0.1962, -1.6201], [1.8487, -0.7844, -0.0293], [-3.5726, -1.2337, 0.7430], [-2.0133, 0.7141, -1.4020], [-2.3651, -2.5364, -0.5895], [-0.2778, -0.8613, 0.0971], [6.7823, -1.1148, 0.6287], [-4.6432, 1.2539, -2.0600], [6.7176, -0.7978, -1.1141], [3.7478, 1.9824, 0.3873], [0.5961, -0.2280, 0.1108], [-2.0865, -4.1226, 0.9546], [-5.3618, -0.1026, -1.1934], [2.9940, 0.0060, 0.0527], [-0.7765, 1.7550, 0.4716], [-1.9850, 1.3823, -0.0587], [-2.1393, 1.4967, -2.1584], [7.4877, 1.5540, -0.7112], [0.4624, 1.1476, 0.3193], [-2.4929, -3.1744, 0.6688], [7.5514, 1.2381, 1.0250], [-3.0453, -1.3562, -0.4914], [-0.8132, 2.5020, 1.1522], [-3.1268, 2.2577, 1.4913], [1.9653, -1.8455, -0.1889], [7.6507, 0.7870, 0.0413], [-5.4783, 1.7132, 0.6021], [1.6132, 1.9322, 0.4387], [-3.2385, -2.3346, 1.4348], [-1.8447, -2.9072, -1.4493], [5.3312, 0.2174, 0.0235], [-3.2110, -0.2450, -1.4815]], "atomic_forces_ev_per_a": [[0.11, -0.36, -0.08], [0.06, -0.25, 0.01], [-0.01, 0.14, 0.04], [-0.19, -0.15, -0.02], [-0.11, -0.05, -0.31], [-0.01, 0.11, -0.03], [0.47, -0.31, -0.08], [0.11, -0.02, -0.01], [0.42, 0.17, 0.20], [0.01, 0.03, 0.15], [-0.10, 0.09, 0.13], [-0.07, 0.04, -0.02], [0.32, 0.11, -0.05], [-0.29, 0.31, -0.05], [-0.05, -0.19, -0.18], [-0.32, 0.55, -0.07], [-0.10, -0.06, 0.01], [-0.03, 0.09, -0.15], [0.00, 0.01, -0.01], [-0.02, 0.03, 0.18], [0.05, 0.06, 0.01], [-0.10, 0.17, 0.08], [0.04, -0.20, 0.14], [-0.01, 0.09, 0.02], [-0.26, 0.11, 0.04], [-0.11, 0.57, 0.27], [-0.48, 0.09, 0.00], [0.09, 0.00, 0.01], [0.05, 0.09, -0.07], [0.51, -0.26, -0.07], [-0.25, 0.23, 0.45], [0.05, 0.06, 0.09], [0.50, -0.56, -0.78], [-0.01, -0.13, -0.09], [0.02, 0.03, 0.13], [0.00, -0.09, -0.01], [-0.44, -0.18, -0.01], [0.01, -0.02, -0.02], [-0.22, -0.02, -0.02], [0.41, -0.83, 0.15], [0.08, -0.02, -0.24], [-0.12, 0.31, 0.06], [0.01, 0.18, 0.19]]}

{"formula": "C2H2F5P", "method": "ωB97M-V with the def2-TZVPD basis set", "homo_energy_ev": -11.2, "e_tot_ev": -24980.63788, "max_force_ev_per_a": 6.4, "relative_energy_kj_mol": 120.73, "lumo_energy_ha": 0.0230, "orbital_gap_ev": 11.8509, "species": ["F", "F", "H", "F", "H", "C", "F", "F", "P", "C"], "coordinates": [[-1.2949, -1.7070, -0.8232], [-0.3762, -3.9037, 0.7099], [-0.6289, 0.8930, 0.5662], [0.0452, -2.5270, 2.3022], [0.1133, -0.2279, 1.9431], [-0.6770, -1.4078, 0.3629], [1.2740, -2.4516, 0.5809], [-2.0937, -1.2845, 1.2413], [0.3869, 0.0282, 0.6759], [0.0118, -2.6168, 1.0140]], "atomic_forces_ev_per_a": [[1.94, 0.61, 1.08], [0.08, 2.08, -0.14], [-1.43, 1.27, -0.23], [-0.35, 0.13, 1.57], [-0.10, -0.14, 2.43], [-6.19, -1.58, 0.73], [0.85, -0.88, -0.34], [3.51, -0.10, -1.50], [1.58, 0.35, -2.33], [0.11, -1.76, -1.28]]}

{"formula": "C2H7N2O", "method": "ωB97M-V with the def2-TZVPD basis set", "homo_energy_ev": -12.8, "e_tot_ev": -7204.47482, "max_force_ev_per_a": 3.0, "relative_energy_kj_mol": 450.59, "charge": 1, "lumo_energy_ha": -0.2025, "orbital_gap_ev": 7.3255, "species": ["H", "H", "C", "C", "H", "H", "H", "N", "H", "H", "N", "O"], "coordinates": [[-3.1166, 1.1041, -1.0012], [-1.0975, -0.5716, 0.3763], [-1.6122, 0.0721, -0.2983], [2.4470, -0.6081, 0.0960], [3.4811, -0.3674, -0.0601], [-3.3404, 0.3883, 0.6793], [-0.9643, 0.2880, -1.0601], [1.8661, 0.6150, 0.6281], [2.6002, -1.2489, 0.9858], [1.8547, -1.0844, -0.7020], [-2.8140, 0.5628, -0.2045], [0.6958, 0.8501, 0.5607]], "atomic_forces_ev_per_a": [[-0.71, 0.43, 0.31], [-0.63, -0.40, 1.15], [-2.16, 0.13, 1.33], [-0.90, -0.30, 0.66], [0.39, 0.23, -1.04], [0.02, 0.37, -1.32], [0.85, 0.81, -2.52], [1.17, 0.90, 1.07], [-0.67, -0.02, -0.19], [0.48, 0.04, 0.24], [2.46, -1.46, 0.99], [-0.30, -0.75, -0.68]]}

{"formula": "C6H13N", "method": "ωB97M-V with the def2-TZVPD basis set", "homo_energy_ev": -7.9, "smiles": "CCN1CCCC1", "e_tot_ev": -7921.98679, "max_force_ev_per_a": 2.7, "relative_energy_kj_mol": 81.66, "lumo_energy_ha": 0.0421, "orbital_gap_ev": 9.0831, "species": ["H", "H", "H", "H", "C", "C", "H", "H", "C", "H", "N", "H", "H", "H", "C", "H", "C", "H", "C", "H"], "coordinates": [[0.3763, -1.0603, 1.7903], [-0.3844, -1.8581, 0.4295], [-1.8790, -0.4152, 2.2730], [0.8707, -0.4135, -2.0492], [-1.6828, -0.4111, 1.1998], [2.6511, -0.0693, -0.9738], [2.8982, -0.1290, 0.0889], [2.7785, 0.9123, -1.4026], [1.1817, -0.6291, -1.0170], [3.2690, -0.8435, -1.4308], [0.2919, 0.0350, -0.1055], [1.2767, -1.6920, -0.8220], [-0.2382, 1.9386, -0.5843], [-1.2836, 1.7461, 1.3985], [-0.2607, -0.8799, 0.9252], [-2.7021, 1.3946, 0.5684], [-1.6734, 1.0365, 0.6694], [-1.1911, 0.8210, -1.5279], [-0.7524, 0.9663, -0.5349], [-2.3828, -1.0430, 0.6657]], "atomic_forces_ev_per_a": [[0.09, 0.51, 0.10], [0.33, -0.14, 0.34], [-0.34, -0.20, -0.09], [-0.38, -0.61, 0.01], [0.81, 1.04, 0.90], [-1.01, -1.75, 1.08], [0.35, 0.61, -0.04], [0.05, 0.18, -0.02], [1.26, 2.02, -1.28], [0.28, 0.39, -0.44], [-0.59, -1.03, 1.43], [-0.43, -0.19, -0.06], [-0.32, 0.04, -0.44], [0.48, -0.29, 0.16], [-0.47, -0.99, -1.61], [0.11, -0.07, -0.81], [-1.04, -0.44, 0.37], [-0.25, -0.63, 0.13], [1.36, 1.46, 0.24], [-0.26, 0.08, 0.01]]}